85
Properties=species:S:1:pos:R:3 method="wB97M-V/def2-TZVPD" spin_multiplicity=3 charge=+2 lumo_ev="-5.73 / -6.35" homo_energy_ha="-0.4403 / -0.4520" largest_force_ev_per_a=2.8
Ti 1.818 -0.802 -0.117
C 1.946 -4.132 2.567
C 1.755 -3.171 1.445
N 2.036 -1.888 1.454
C 2.877 -1.238 2.417
C 4.227 -1.066 1.687
N 3.994 -0.618 0.294
C 4.358 0.787 0.066
C 3.212 1.681 0.530
N 1.994 1.315 -0.202
C 1.943 1.843 -1.578
C 2.008 0.721 -2.635
N 1.663 -0.547 -2.038
C 1.266 -1.554 -2.805
C 1.060 -1.440 -4.281
C 1.051 -2.755 -2.052
C 0.614 -4.010 -2.496
C 0.488 -5.044 -1.578
C 0.810 -4.840 -0.242
C 1.266 -3.580 0.157
N 1.364 -2.560 -0.741
H 2.045 -3.623 3.522
H 2.838 -4.735 2.396
H 1.095 -4.806 2.625
H 3.028 -1.812 3.340
H 2.434 -0.268 2.695
H 4.724 -2.043 1.673
H 4.871 -0.362 2.223
H 4.572 -1.199 -0.319
H 4.532 0.937 -1.004
H 5.276 1.061 0.601
H 3.480 2.735 0.374
H 3.036 1.544 1.603
H 1.186 1.706 0.299
H 2.759 2.555 -1.739
H 1.000 2.392 -1.707
H 3.018 0.650 -3.067
H 1.321 0.970 -3.455
H 1.943 -1.025 -4.766
H 0.218 -0.779 -4.506
H 0.853 -2.405 -4.728
H 0.395 -4.186 -3.535
H 0.157 -6.016 -1.902
H 0.730 -5.643 0.472
N -1.338 -0.877 -1.602
C -1.402 -1.241 -0.303
S -0.461 -0.342 0.795
N -2.232 -2.224 0.031
C -2.428 -2.919 1.246
C -3.575 -3.706 1.341
C -3.819 -4.442 2.485
C -2.931 -4.401 3.548
C -1.789 -3.625 3.449
C -1.530 -2.888 2.306
H -0.920 0.020 -1.814
H -1.957 -1.271 -2.297
H -2.857 -2.545 -0.706
H -4.283 -3.742 0.526
H -4.709 -5.049 2.543
H -3.131 -4.962 4.447
H -1.087 -3.584 4.266
H -0.631 -2.298 2.248
Te -1.749 2.477 -0.451
C -1.759 3.696 1.305
C -2.283 3.191 2.484
C -2.290 3.975 3.624
C -1.768 5.258 3.590
C -1.246 5.758 2.408
C -1.242 4.979 1.264
C -2.528 3.938 -1.816
C -1.714 4.766 -2.572
C -2.275 5.618 -3.508
C -3.646 5.636 -3.693
C -4.460 4.819 -2.927
C -3.902 3.971 -1.988
H -2.699 2.194 2.508
H -2.713 3.586 4.536
H -1.771 5.868 4.480
H -0.846 6.760 2.373
H -0.857 5.380 0.338
H -0.640 4.757 -2.435
H -1.641 6.265 -4.095
H -4.082 6.285 -4.437
H -5.530 4.835 -3.060
H -4.538 3.334 -1.388

=====

124
Properties=species:S:1:pos:R:3 method="wB97M-V/def2-TZVPD" spin_multiplicity=1 charge=-1 lumo_ev=1.40 homo_energy_ha=-0.2239 largest_force_ev_per_a=1.2
C -1.661 -4.967 4.296
C -0.835 -3.827 3.777
Br 0.806 -3.582 4.721
C -1.077 -2.996 2.766
Br -2.749 -3.303 1.849
Al 0.048 -1.425 2.152
S -0.928 -0.502 0.332
C 0.254 -0.156 3.673
C -0.737 1.024 3.649
C -1.775 0.952 4.793
C -2.982 0.091 4.395
S -4.527 0.830 4.908
O -5.082 0.073 5.991
O -4.394 2.247 5.075
Cl -5.735 0.598 3.285
S 2.244 -2.193 1.626
O 3.115 -1.801 2.725
O 2.244 -3.605 1.274
C 3.107 -1.320 0.190
F 3.137 -0.009 0.505
F 4.367 -1.780 0.165
C 2.537 -1.428 -1.260
F 3.571 -1.238 -2.122
F 1.652 -0.444 -1.465
C 1.891 -2.766 -1.696
F 0.763 -3.016 -1.051
F 2.752 -3.768 -1.546
F 1.602 -2.664 -3.012
H -2.193 -5.457 3.484
H -2.363 -4.622 5.058
H -1.012 -5.703 4.770
H -2.139 -0.345 0.879
H 0.210 -0.690 4.623
H 1.278 0.228 3.604
H -0.208 1.976 3.743
H -1.283 1.087 2.704
H -2.079 1.959 5.057
H -1.284 0.502 5.656
H -2.961 -0.886 4.875
H -3.037 -0.083 3.321
C -7.438 2.927 6.338
C -7.052 4.320 6.766
O -8.224 5.170 6.941
C -8.861 5.070 8.085
O -8.602 4.376 9.026
C -10.046 6.063 8.098
F -10.740 6.031 6.954
F -9.592 7.317 8.268
F -10.882 5.791 9.098
H -8.042 2.965 5.431
H -6.527 2.373 6.131
H -8.007 2.408 7.109
H -6.473 4.814 5.990
H -6.470 4.321 7.684
C 1.253 -3.270 -5.987
C 1.442 -2.682 -7.366
O 0.678 -3.405 -8.366
C -0.598 -3.088 -8.474
O -1.207 -2.263 -7.861
C -1.243 -3.931 -9.598
F -0.890 -5.219 -9.518
F -0.850 -3.468 -10.796
F -2.569 -3.857 -9.540
H 1.505 -4.332 -5.990
H 1.904 -2.759 -5.285
H 0.223 -3.166 -5.649
H 2.470 -2.771 -7.687
H 1.165 -1.628 -7.394
C 7.622 -6.015 -8.453
C 8.162 -4.708 -7.918
O 7.088 -3.805 -7.569
C 6.521 -4.006 -6.390
O 6.795 -4.843 -5.584
C 5.428 -2.940 -6.154
F 4.664 -2.784 -7.250
F 5.993 -1.758 -5.877
F 4.645 -3.283 -5.143
H 6.960 -5.836 -9.301
H 8.447 -6.648 -8.780
H 7.059 -6.551 -7.689
H 8.738 -4.183 -8.675
H 8.800 -4.861 -7.050
C 13.519 -2.421 -10.991
C 13.128 -3.829 -11.380
O 13.148 -4.712 -10.235
C 12.080 -4.678 -9.457
O 11.101 -4.005 -9.601
C 12.240 -5.699 -8.309
F 13.455 -5.634 -7.761
F 12.058 -6.939 -8.785
F 11.335 -5.477 -7.361
H 14.493 -2.418 -10.502
H 13.573 -1.795 -11.881
H 12.791 -1.987 -10.308
H 13.845 -4.262 -12.073
H 12.141 -3.862 -11.840
C -3.205 6.862 9.821
C -2.390 6.619 8.570
O -1.852 5.280 8.548
C -2.685 4.332 8.141
O -3.821 4.472 7.799
C -1.958 2.969 8.129
F -1.252 2.789 9.253
F -1.109 2.920 7.094
F -2.832 1.979 8.019
H -2.608 6.658 10.710
H -3.534 7.900 9.851
H -4.084 6.220 9.845
H -1.517 7.267 8.535
H -2.978 6.783 7.668
C -8.607 7.781 2.498
C -9.192 6.462 2.047
O -8.171 5.591 1.514
C -7.459 4.925 2.411
O -7.576 4.971 3.600
C -6.439 4.004 1.703
F -5.810 4.642 0.710
F -7.080 2.948 1.178
F -5.544 3.575 2.575
H -8.065 8.257 1.681
H -9.406 8.447 2.824
H -7.918 7.638 3.330
H -9.892 6.600 1.226
H -9.708 5.952 2.860